Run 1
C7H11N3 | ωB97M-V/def2-TZVPD

CARTESIAN COORDINATES (ANGSTROEM)
C -1.4499 1.3688 -0.3078
C -2.1348 0.3928 0.3276
C 0.0557 1.1319 -0.4274
C 0.2287 -0.2429 0.2846
C 0.9987 2.2201 0.1192
C 0.5570 -0.5264 1.7254
C 0.2341 -2.5838 -0.9371
N 0.1934 0.7486 -1.8917
N 0.2748 -0.4822 -1.9828
N 0.2612 -1.1300 -0.7693
H -2.0209 2.3134 -0.4909
H -3.2180 0.1340 0.5341
H 0.4985 2.9554 0.7777
H 1.4139 2.6874 -0.7171
H 1.7703 1.6891 0.7190
H -0.3804 -0.6012 2.2364
H 1.1679 0.2475 2.1149
H 1.0210 -1.4770 1.6443
H 0.4576 -2.7430 -1.9924
H 0.8289 -3.0595 -0.2121
H -0.7577 -3.0431 -0.7544

Values from the calculation:
HOMO (spin up / spin down), eV: -6.3293 / -7.9462
LUMO (spin up / spin down), eV: 0.02 / 0.57
Kohn-Sham gap (spin up / spin down), eV: 6.350 / 8.520
Molar mass, g mol⁻¹: 137.2

Atom charges from the Mulliken analysis, given in e for atoms 1 to 8: -0.71 -0.59 2.29 -0.47 -1.57 -1.32 -0.91 -0.62

---

Run 2
C7H11N3 | ωB97M-V/def2-TZVPD

CARTESIAN COORDINATES (ANGSTROEM)
H 1.8551 1.0150 1.7662
N 0.8360 1.1500 1.5535
C 0.2729 0.4766 0.5072
C -1.1057 0.7415 -0.0290
C -1.8853 -0.5126 -0.0841
C -1.8940 1.8954 0.6558
N 1.0664 -0.4401 -0.1495
C 2.1343 -1.1334 0.3615
C 2.7463 -1.7889 -0.6956
N 2.0749 -1.5037 -1.8683
C 1.1076 -0.6693 -1.5467
H -0.9871 0.9420 -1.1147
H -1.4096 -1.1807 0.5466
H -1.9539 -1.0170 -0.9520
H -2.8707 -0.1922 0.1795
H -2.2780 1.4889 1.5764
H -2.7058 2.2513 -0.0305
H -1.0896 2.6021 0.7020
H 2.2159 -1.1397 1.4328
H 3.5001 -2.5941 -0.5929
H 0.3701 -0.3910 -2.2182

Values from the calculation:
HOMO, eV: -9.1394
LUMO, eV: 0.49
Kohn-Sham gap, eV: 9.629
Molar mass, g mol⁻¹: 137.2
SMILES: [H]/N=C(/C(C)C)n1ccnc1

Atom charges from the Mulliken analysis, given in e for atoms 1 to 8: 0.27 -0.69 0.27 0.82 -1.54 -1.51 0.13 -0.35

---

Short version: run 1 is the least stable of them.

---

Run 1
C4H14NO | ωB97M-V/def2-TZVPD

CARTESIAN COORDINATES (ANGSTROEM)
C 1.5782 0.9441 1.6022
C 0.3592 0.6241 0.7464
C -0.3665 -0.6680 1.1733
C -1.6611 -0.9970 0.4220
N 0.8179 0.4985 -0.6588
H 1.3760 1.0656 2.7139
H 2.3455 0.1435 1.5550
H 2.0011 1.9469 1.3667
H -0.4030 1.3536 0.8248
H -0.4555 -0.7046 2.3158
H 0.3021 -1.5764 0.8915
H -2.2698 -1.8017 0.9098
H -1.5674 -1.0008 -0.6661
H -2.4893 -0.1328 0.4566
H 0.1417 0.2081 -1.3757
H 1.6076 -0.1594 -0.6633
H 1.0974 1.3191 -1.1553
H -1.6456 -0.3607 -3.2880
H -0.0989 -0.3600 -4.0037
O -0.6696 -0.3421 -3.1672

Values from the calculation:
HOMO, eV: -15.0559
LUMO, eV: -3.24
Net charge: +1
Kohn-Sham gap, eV: 11.813
Molar mass, g mol⁻¹: 92.2

Atom charges from the Mulliken analysis, given in e for atoms 1 to 8: -1.38 0.18 -0.43 -1.10 -0.16 0.36 0.39 0.40

---

Run 2
C4H14NO | ωB97M-V/def2-TZVPD

CARTESIAN COORDINATES (ANGSTROEM)
C -2.1270 -0.0741 0.7945
C -0.8598 0.6215 0.3517
C -0.4953 0.3388 -1.0900
C 0.6414 1.2059 -1.6075
N 0.2682 0.1731 1.2581
H -2.9954 0.4166 0.3396
H -2.1189 -1.1333 0.5466
H -2.2966 0.0194 1.8675
H -0.9837 1.6906 0.5204
H -1.3924 0.5016 -1.6780
H -0.2525 -0.7101 -1.2087
H 0.9308 0.9280 -2.6297
H 1.5419 1.0235 -1.0243
H 0.3455 2.2537 -1.5466
H 0.3171 -0.8438 1.2566
H 0.1809 0.5158 2.2095
H 1.1690 0.4922 0.9030
H 2.1184 -2.5882 0.7651
H 2.3457 -2.0241 -0.6456
O 1.9681 -1.8025 0.2146

Values from the calculation:
HOMO, eV: -16.0303
LUMO, eV: -3.18
Net charge: +1
Kohn-Sham gap, eV: 12.852
Molar mass, g mol⁻¹: 92.2

Atom charges from the Mulliken analysis, given in e for atoms 1 to 8: -1.51 0.18 -0.51 -1.22 -0.21 0.39 0.36 0.45

---

Short version: run 1 is the least stable of them.

---

Run 1
CH2ClFN2O4 | ωB97M-V/def2-TZVPD

CARTESIAN COORDINATES (ANGSTROEM)
O -1.1755 -2.7722 -2.0510
N -0.5457 -2.3909 -1.1010
O -1.2291 -2.0225 0.0619
N 0.6675 -2.0276 -1.0007
F 1.4425 -2.2769 -2.0999
H -0.6411 -1.8010 0.8573
O 0.3702 0.0814 1.0950
C 1.0127 0.6228 0.2193
O 0.6490 0.3371 -1.0623
Cl 1.5923 1.0974 -2.3407
H 1.7207 1.4418 0.4013

Values from the calculation:
HOMO, eV: -10.3084
LUMO, eV: -1.29
Kohn-Sham gap, eV: 9.018
Molar mass, g mol⁻¹: 160.5
SMILES: [O-]/[N+](O)=N\F.O=COCl

Atom charges from the Mulliken analysis, given in e for atoms 1 to 8: -0.63 1.10 -0.46 -0.29 -0.18 0.44 -0.46 0.28

---

Run 2
CH2ClFN2O4 | ωB97M-V/def2-TZVPD

CARTESIAN COORDINATES (ANGSTROEM)
O -1.1687 0.9363 -1.1733
N -1.7761 0.4202 -0.2683
O -2.9249 0.5583 0.0316
N -0.9640 -0.3420 0.5925
F -1.6665 -1.4379 1.1014
O 0.2461 -0.8750 0.0209
C 1.4557 -0.0985 0.3273
O 1.5404 1.0674 -0.2132
Cl 2.5088 -1.2258 -0.5931
H 1.4194 -0.0855 1.3873
H 1.3297 1.0826 -1.2130

Values from the calculation:
HOMO, eV: -11.4608
LUMO, eV: -0.46
Kohn-Sham gap, eV: 10.997
Molar mass, g mol⁻¹: 160.5
SMILES: O=[N+]([O-])N(F)O[C@H](O)Cl

Atom charges from the Mulliken analysis, given in e for atoms 1 to 8: -0.57 1.10 -0.57 0.01 -0.17 -0.19 0.21 -0.41

---

Short version: run 1 is the least stable of them.

---

Run 1
CH7N2O | ωB97M-V/def2-TZVPD

CARTESIAN COORDINATES (ANGSTROEM)
N 0.1653 0.9149 1.8566
H 0.8521 1.2160 2.5379
H 0.1540 1.5295 1.0266
H 0.2606 -0.0162 1.4627
H -0.7927 1.0013 2.2614
C -0.5691 -0.3564 -1.4628
N 0.4080 -1.2468 -1.6745
O -0.6381 0.4500 -0.5287
H -1.4138 -0.2379 -2.1324
H 0.4060 -2.0074 -2.3318
H 1.1678 -1.2469 -1.0150

Values from the calculation:
HOMO, eV: -14.5736
LUMO, eV: -3.75
Net charge: +1
Kohn-Sham gap, eV: 10.828
Molar mass, g mol⁻¹: 63.1

Atom charges from the Mulliken analysis, given in e for atoms 1 to 8: -0.50 0.36 0.41 0.34 0.38 0.15 -0.31 -0.64

---

Run 2
CH7N2O | ωB97M-V/def2-TZVPD

CARTESIAN COORDINATES (ANGSTROEM)
N 1.2894 -0.4149 -1.0382
C 0.5899 0.0226 -0.0294
N 1.1641 0.4742 1.0642
H 2.2937 -0.4138 -0.9550
H 0.8318 -0.9156 -1.7941
H -0.4973 0.0587 -0.0221
H 0.6683 1.0133 1.7537
H 2.1723 0.4390 1.1320
H -3.1073 -0.5532 0.5599
H -2.9466 0.3824 -0.6792
O -2.4583 -0.0927 0.0082

Values from the calculation:
HOMO, eV: -15.8100
LUMO, eV: -3.51
Net charge: +1
Kohn-Sham gap, eV: 12.301
Molar mass, g mol⁻¹: 63.1

Atom charges from the Mulliken analysis, given in e for atoms 1 to 8: -0.30 0.31 -0.29 0.23 0.27 0.31 0.26 0.22

---

Short version: run 1 is the least stable of them.